[1]
The following is a DFT calculation (ωB97M-V with the def2-TZVPD basis set) of 5 unconnected molecules or ions with the total composition C6H22O5 at a distorted geometry.

XYZ file:
```
33
Properties=species:S:1:pos:R:3:forces:R:3
C 18.3645 18.1922 20.0541 -0.3095 0.2102 -0.5476
O 19.3089 18.1818 18.9902 -0.4489 -0.9672 0.1402
H 18.7759 18.3414 21.0524 0.3097 -0.0665 -0.1049
H 17.6975 19.0283 19.8440 -0.4975 0.1895 0.3715
H 17.7893 17.2665 20.0334 0.1460 -0.0350 0.0072
H 19.7125 19.0528 18.9767 0.6457 0.5183 0.0724
C 17.6587 21.4717 22.8406 1.5652 -0.6058 -0.9979
O 16.4269 22.0561 22.5835 -0.5664 0.2534 0.3167
H 17.7205 20.7624 23.6659 -0.3513 0.0742 0.1780
H 17.9500 20.9433 21.9329 -0.2764 -0.4629 -0.0916
H 18.4991 22.1630 22.9037 -0.1364 0.5669 0.5666
H 16.1384 22.4867 23.3915 -0.2082 0.1514 -0.0167
C 18.7889 22.4030 18.6153 -0.3638 0.0147 -1.2194
C 19.7438 21.4250 17.9504 -0.6910 0.6148 0.3212
O 20.2640 20.6865 19.0360 0.9747 -0.4183 -0.2295
H 18.2042 22.8844 17.8314 -0.1633 0.4027 0.2156
H 19.3183 23.1501 19.2065 -0.0427 -0.0006 -0.0641
H 18.1227 21.8355 19.2651 -0.0584 0.1175 0.0575
H 20.5360 21.9084 17.3787 0.0615 0.0894 0.0277
H 19.2439 20.7498 17.2559 -0.1175 -0.1651 0.1310
H 20.8471 21.3335 19.4397 0.3380 -0.4661 0.6694
C 14.8267 19.1504 17.0484 -2.5380 -0.5853 -0.7572
C 16.3152 19.0637 17.1837 2.1399 -0.5721 1.0817
O 16.9426 18.8158 15.9551 -0.2970 2.2118 0.5034
H 14.4286 18.8722 18.0243 0.0391 0.1358 0.0559
H 14.4236 18.4387 16.3279 0.1515 -0.2710 0.1090
H 14.4253 20.1107 16.7248 0.5926 0.1951 0.1912
H 16.6404 18.2408 17.8202 -0.6084 -0.4999 0.1422
H 16.6278 19.9611 17.7176 0.5216 0.5577 -0.9516
H 17.0138 17.8689 15.8136 0.2754 -1.6258 -0.1503
O 18.3220 16.4154 17.0320 -1.0164 0.2404 -0.6879
H 18.5875 17.1665 17.5627 0.7224 0.4630 0.7826
H 19.0603 15.8089 17.0882 0.2076 -0.2654 -0.1226
```
Positions in Å, forces in eV/Å.

Values from the calculation:
2S+1 ... 2
LUMO level (spin up / spin down) ... -2.8 / -9.8 eV
Orbital gap (spin up / spin down) ... 9.95 / 2.99 eV
Total charge ... +1

***

[2]
The following is a DFT calculation (ωB97M-V with the def2-TZVPD basis set) of a molecular structure, C26H20N5O2Pd at a distorted geometry.

XYZ file:
```
54
Properties=species:S:1:pos:R:3:forces:R:3
Pd -1.9770 0.3163 2.6381 0.3964 -0.0938 -0.1179
C 5.3102 0.0141 -8.0779 0.2986 -0.0472 -0.1695
O 4.0547 0.2224 -7.4012 -0.3775 -0.1462 0.4266
C 3.7091 -0.4893 -6.3724 0.0311 0.0916 -0.1320
C 2.4256 -0.1624 -5.8197 -0.0755 -0.1244 0.1922
C 1.9633 -0.8201 -4.7309 0.1889 0.1092 -0.2222
C 2.7691 -1.8452 -4.1329 0.0285 0.0406 -0.2720
C 4.0286 -2.1957 -4.7124 -0.0107 0.2243 -0.3101
C 4.4955 -1.5300 -5.8083 -0.0908 -0.1230 0.1986
N 2.3990 -2.5505 -3.0760 -0.0359 -0.1888 0.9800
N 1.3719 -2.4885 -2.4254 -0.9012 0.5783 -0.6954
C 0.4822 -2.1030 -1.5879 0.5601 -0.4795 0.1078
C -0.8798 -2.6566 -1.6815 -0.1055 0.2109 0.3411
C -1.8661 -2.2589 -0.8508 0.3924 -0.2011 -0.3805
C -1.5975 -1.2980 0.1996 -0.0938 -0.7235 -0.5077
O -2.4802 -0.8901 0.9468 -1.0167 0.9092 0.1152
C -0.2334 -0.8535 0.4069 0.9729 0.0914 -0.3724
N -0.0569 -0.0810 1.4824 0.1350 -0.0706 0.9361
C 1.1536 0.4076 1.7245 0.2257 -0.0917 -0.0477
C 2.2535 0.1005 0.9141 -0.1810 0.1560 0.2149
C 2.0834 -0.7230 -0.1748 -0.0534 -0.0119 -0.0855
C 0.8055 -1.2056 -0.4564 -0.3062 0.0980 0.0817
H 5.3461 0.7838 -8.8435 0.0164 -0.0902 0.0617
H 5.3211 -0.9763 -8.5339 0.0094 0.0619 0.0205
H 6.1350 0.1386 -7.3758 -0.0389 0.0017 -0.0562
H 1.8479 0.6051 -6.3141 -0.0014 0.0354 -0.0118
H 0.9861 -0.5919 -4.3292 -0.0503 0.0195 0.0349
H 4.5961 -3.0014 -4.2692 0.0269 -0.0379 0.0496
H 5.4416 -1.8052 -6.2468 0.0433 0.0168 -0.0129
H -1.0684 -3.3821 -2.4607 0.0158 -0.0179 -0.0576
H -2.8736 -2.6407 -0.9329 -0.0342 -0.0181 -0.0389
H 1.2659 1.0470 2.5920 -0.0041 -0.0581 -0.0172
H 3.2256 0.5001 1.1621 0.0228 0.0353 0.0190
H 2.9287 -0.9872 -0.7958 0.0286 -0.0166 -0.0273
C -0.8063 0.0261 6.7018 -0.0973 0.0307 -0.1209
C -1.6922 0.8924 7.3304 0.1099 -0.1046 -0.0387
C -2.6290 1.5768 6.5734 -0.0281 -0.0783 -0.2136
C -2.6528 1.3866 5.2000 -0.2073 0.0974 0.6465
N -1.7678 0.5715 4.6110 0.4520 0.2594 -0.7568
C -0.8757 -0.1065 5.3253 0.4086 -0.1449 0.2482
C -3.6217 1.9722 4.2827 -0.3478 0.5342 0.3216
C -4.6216 2.8605 4.6397 0.1057 -0.0498 -0.1775
C -5.4597 3.3607 3.6512 0.0344 -0.0311 0.0004
C -5.2722 2.9689 2.3356 0.2187 -0.1364 -0.0302
C -4.2547 2.0686 2.0477 -0.4221 0.1633 -0.3001
N -3.4695 1.5914 3.0049 -0.0954 -0.8082 -0.0847
H -0.0712 -0.5348 7.2585 0.0156 -0.0261 0.0183
H -1.6629 1.0237 8.4030 0.0198 0.0022 0.0248
H -3.3420 2.2339 7.0470 -0.0195 0.0204 0.0146
H -0.2043 -0.7587 4.7735 -0.0591 0.0835 0.1038
H -4.7440 3.1654 5.6674 -0.0035 0.0102 0.0337
H -6.2480 4.0538 3.9101 -0.0221 0.0069 -0.0026
H -5.9017 3.3391 1.5407 -0.0047 0.0080 -0.0362
H -4.0690 1.7095 1.0403 -0.0735 0.0238 0.1043
```
Positions in Å, forces in eV/Å.

Values from the calculation:
LUMO level ... -10.0 eV
Orbital gap ... 6.73 eV
Total charge ... +3

***

[3]
The following is a DFT calculation (ωB97M-V with the def2-TZVPD basis set) of a molecular structure, C35H36IrN4SSb2 at a distorted geometry.

XYZ file:
```
79
Properties=species:S:1:pos:R:3:forces:R:3
Ir -0.8283 0.1654 0.6227 -1.3332 1.2618 2.3585
C -3.3927 -3.2867 2.3652 -0.0046 0.0480 0.1564
C -2.4846 -2.3374 1.6596 -0.0194 0.4684 0.4649
N -2.2104 -1.1392 2.0504 1.2314 0.1968 -1.7549
N -2.7111 -0.6084 3.1828 -0.4890 0.0478 1.0276
C -2.5487 0.7065 3.4660 0.0414 -0.4633 -0.1231
N -3.0464 1.1680 4.6043 -0.0123 -0.1359 -0.2642
S -1.7468 1.7549 2.4034 1.1842 0.0040 -1.3082
C -1.8638 -2.7257 0.3871 0.2101 -0.5667 -0.4906
C -1.7976 -4.0541 -0.0326 -0.1276 0.5192 0.2988
C -1.2728 -4.3585 -1.2784 0.1864 0.3545 -0.3352
C -0.8788 -3.3160 -2.1044 -0.1999 -0.2817 0.2600
C -0.9494 -2.0242 -1.6116 0.1000 0.0635 -0.4426
N -1.3853 -1.7300 -0.3902 0.6847 0.5252 -0.3667
H -4.2161 -2.7728 2.8589 -0.0510 0.0423 0.0047
H -2.8520 -3.8625 3.1192 0.0780 -0.0051 0.0376
H -3.8312 -3.9897 1.6631 -0.0348 0.0189 -0.0036
H -3.2648 -1.1953 3.8066 0.2189 0.0784 -0.2263
H -3.5637 0.5927 5.2532 -0.0339 -0.0009 -0.0350
H -2.9863 2.1526 4.8178 0.0763 0.0199 -0.0131
H -2.1338 -4.8542 0.6061 -0.1144 -0.0101 0.1196
H -1.1861 -5.3832 -1.6063 -0.0652 -0.0950 -0.0110
H -0.5314 -3.4912 -3.1094 0.0816 -0.0118 -0.0927
H -0.6566 -1.1878 -2.2359 -0.0704 -0.0086 0.0851
C 1.7553 1.2420 -2.5378 -0.4136 0.1495 0.3465
C 2.2410 -0.0573 -1.9219 -0.0641 -0.1431 -0.0458
C 3.0374 0.0819 -0.6356 -0.3304 0.3865 -0.0269
Sb 1.8531 0.5316 1.1402 -0.0845 -2.1847 -0.0746
C 3.4316 0.6461 2.6437 -0.7159 0.6377 -0.0629
C 4.3139 -0.4193 2.6626 -0.1955 -0.3404 -0.3953
C 5.3561 -0.4017 3.5760 -0.0073 -0.0626 -0.0650
C 5.4956 0.6613 4.4529 0.0480 0.0648 0.0655
C 4.6039 1.7205 4.4154 -0.0448 0.0067 -0.0067
C 3.5568 1.7193 3.5020 -0.1056 0.3507 0.1004
C 1.2651 -1.5182 1.6272 0.4331 0.5908 -0.0742
C 1.4703 -2.5607 0.7324 0.1238 -0.0814 -0.1454
C 1.4186 -3.8728 1.1705 0.0452 0.0060 -0.0338
C 1.1375 -4.1503 2.4984 -0.0176 -0.0656 0.0443
C 0.8904 -3.1140 3.3873 -0.1737 0.0538 0.1036
C 0.9447 -1.7998 2.9528 0.0581 0.1194 0.1195
Sb 0.0017 2.1236 -1.5602 -0.7956 -1.6336 -1.5037
C -0.1232 3.9514 -2.7571 -0.1526 0.2625 1.1421
C 0.5308 4.0589 -3.9720 0.4956 -0.4896 0.1299
C 0.3673 5.2157 -4.7191 -0.2407 0.0485 0.0206
C -0.4299 6.2461 -4.2419 0.0044 -0.0122 -0.1257
C -1.0703 6.1272 -3.0198 -0.1438 -0.0577 -0.0737
C -0.9400 4.9633 -2.2803 0.0671 0.0560 0.2966
C -1.6858 1.2697 -2.6443 1.1422 0.2933 0.7718
C -1.6785 1.2318 -4.0264 -0.0478 -0.1471 -0.1081
C -2.8023 0.7606 -4.6877 0.1089 0.1257 -0.1481
C -3.9232 0.3794 -3.9690 -0.1611 -0.0672 0.0156
C -3.9205 0.4241 -2.5838 -0.0136 0.0093 0.0388
C -2.7918 0.8721 -1.9157 -0.1756 -0.1448 0.2513
H 2.5411 1.9973 -2.5426 -0.0260 0.0755 -0.0107
H 1.4525 1.0627 -3.5720 -0.1053 0.1210 0.0777
H 2.8957 -0.5413 -2.6544 -0.0582 -0.0800 0.0464
H 1.3890 -0.7298 -1.7642 0.1535 -0.0509 -0.0756
H 3.7935 0.8617 -0.7231 0.0241 0.0272 0.0905
H 3.5449 -0.8585 -0.4085 -0.0751 0.1034 0.2793
H 4.2007 -1.2587 1.9883 0.0283 -0.0744 0.0172
H 6.0529 -1.2276 3.5941 0.0241 -0.0231 0.0142
H 6.3061 0.6635 5.1672 0.0380 0.0143 0.0255
H 4.7173 2.5530 5.0932 0.0051 0.0586 0.0398
H 2.8693 2.5550 3.4717 0.0226 -0.0152 0.0305
H 1.7043 -2.3763 -0.3060 0.0992 0.0787 -0.0916
H 1.6437 -4.6714 0.4809 -0.0305 -0.1302 -0.0727
H 1.1337 -5.1721 2.8442 -0.0089 -0.1160 0.0590
H 0.6836 -3.3252 4.4275 0.0087 -0.0326 0.0416
H 0.7940 -0.9937 3.6625 0.0313 0.0087 0.0572
H 1.1731 3.2754 -4.3511 0.0556 -0.0032 0.0060
H 0.8587 5.3032 -5.6768 0.0406 -0.0132 -0.0419
H -0.5703 7.1355 -4.8385 0.0854 0.0866 0.0203
H -1.6789 6.9340 -2.6424 -0.1025 0.0546 0.0101
H -1.4594 4.8590 -1.3364 0.0024 0.1049 0.0193
H -0.8202 1.5698 -4.5910 0.0268 0.0190 -0.0781
H -2.8064 0.7187 -5.7665 -0.0427 0.0029 -0.0883
H -4.8137 0.0662 -4.4931 -0.0414 -0.0929 -0.0380
H -4.7956 0.1263 -2.0296 -0.1596 -0.0187 0.0589
H -2.7761 0.9171 -0.8201 -0.1758 0.0943 -0.2988
```
Positions in Å, forces in eV/Å.

Values from the calculation:
LUMO level (spin up / spin down) ... -10.9 / -10.5 eV
Orbital gap (spin up / spin down) ... 5.10 / 5.53 eV
Total charge ... +3

***

[4]
The following is a DFT calculation (ωB97M-V with the def2-TZVPD basis set) of a molecular structure, C4H6O2.

XYZ file:
```
12
Properties=species:S:1:pos:R:3:forces:R:3
C 0.1309 -1.5214 0.8726 0.2190 -0.2781 0.0586
O -0.2205 -0.3012 1.4574 -0.0114 0.1370 -0.0043
C -1.0385 -0.2748 0.3047 0.1271 0.1414 -0.0480
C -0.3124 0.4303 -0.8117 -0.2633 -0.1009 -0.0951
C 0.2862 1.7334 -0.4931 -0.0933 0.2909 0.0536
O 1.1036 0.6192 -0.7891 0.1643 -0.0793 0.0069
H 1.0675 -1.5143 0.3194 -0.0823 0.0294 0.1568
H -0.0654 -2.3656 1.5361 0.0324 0.0809 -0.1505
H -0.7948 -1.6537 0.0973 -0.1607 -0.0689 -0.0767
H -0.7328 0.2713 -1.8041 0.0671 0.0556 0.1420
H 0.3044 2.0484 0.5488 -0.0001 -0.0369 -0.1329
H 0.2718 2.5283 -1.2382 0.0010 -0.1711 0.0895
```
Positions in Å, forces in eV/Å.

Values from the calculation:
LUMO level ... 0.9 eV
Orbital gap ... 9.54 eV
Total charge ... 0

***

[5]
The following is a DFT calculation (ωB97M-V with the def2-TZVPD basis set) of a single C5H8O molecule at a distorted geometry.

XYZ file:
```
14
Properties=species:S:1:pos:R:3:forces:R:3
C -2.0028 -0.0360 0.8716 1.5884 0.1697 -0.5280
C -1.7059 -0.8330 -0.1607 -1.0736 0.5598 -1.7475
O -0.6203 -0.5934 -1.0322 -0.1286 -0.2924 1.8847
C 0.5878 -0.4804 -0.3924 2.4871 0.3948 -0.2510
C 1.0318 -1.1944 0.6594 -1.5188 0.2135 -0.9282
C 1.5243 0.5496 -1.0741 -2.4028 -3.0846 -0.2379
H -2.9141 -0.0830 1.3866 -1.1800 -0.5607 0.4933
H -1.3298 0.7512 1.2869 -0.2979 -0.8725 -0.7567
H -2.3788 -1.5522 -0.7219 0.5775 0.8529 1.4178
H 0.3533 -1.8314 1.1718 -0.5563 -0.6163 0.2595
H 2.0183 -1.2376 1.0582 0.6223 0.6795 -0.1404
H 1.8070 0.1716 -2.0524 0.3021 0.3337 -0.0296
H 2.2559 0.6631 -0.3697 2.5540 0.3496 1.1509
H 0.9833 1.4331 -1.1029 -0.9733 1.8729 -0.5868
```
Positions in Å, forces in eV/Å.

Values from the calculation:
LUMO level ... 1.1 eV
Orbital gap ... 9.78 eV
Structure (SMILES) ... C=COC(=C)C
Total charge ... 0

***

[6]
The following is a DFT calculation (ωB97M-V with the def2-TZVPD basis set) of a single C2H3N5O molecule at a distorted geometry.

XYZ file:
```
11
Properties=species:S:1:pos:R:3:forces:R:3
H -3.1661 -0.7089 -0.9176 0.6627 -0.0836 -0.5366
N -2.3140 -0.5623 -1.4922 -0.1446 0.4986 1.0608
C -1.3580 -0.3032 -0.6950 -0.4666 -0.8425 -0.6736
N -1.3054 -0.4005 0.7041 -0.9550 -0.0171 1.3517
N -0.1947 -0.0467 1.1457 -0.1433 -0.1993 -0.2979
N 0.5948 0.2703 0.0961 0.2596 0.7859 1.2622
C 1.9508 0.4406 0.2388 1.8478 -1.3500 -0.6980
O 2.5106 0.4554 1.2957 -0.1957 0.5457 0.0549
N -0.0637 0.0399 -1.0595 -0.2153 -0.1242 -1.8364
H 2.5323 0.3554 -0.7360 -0.8895 0.5053 0.6587
H -0.0265 0.7810 -1.7336 0.2400 0.2812 -0.3458
```
Positions in Å, forces in eV/Å.

Values from the calculation:
LUMO level ... -0.6 eV
Orbital gap ... 8.88 eV
Structure (SMILES) ... [H]/N=c1\nnn(C=O)[nH]1
Total charge ... 0